Computed, not measured: the ion C20H33N4O with charge +1, with ωB97M-V/def2-TZVPD.

Each atom is followed by the atoms it is bonded to, with distances in Å.
CARTESIAN COORDINATES (ANGSTROEM)
1 C 7.24511 0.43047 0.06675  N2 1.443, H26 1.094, H27 1.094, H28 1.086
2 N 6.05818 -0.37762 -0.07692  C1 1.443, C3 1.443, C4 1.361
3 C 6.20023 -1.80170 -0.25839  N2 1.443, H29 1.094, H30 1.086, H31 1.094
4 C 4.82421 0.19450 -0.03994  N2 1.361, C5 1.406, C25 1.407
5 C 3.65134 -0.57314 -0.14973  C4 1.406, C6 1.377, H32 1.077
6 C 2.40173 0.00478 -0.11143  C5 1.377, C7 1.390, H33 1.077
7 C 2.26372 1.37933 0.03829  C6 1.390, N8 1.412, C24 1.392
8 N 1.01793 2.04141 0.08831  C7 1.412, C9 1.331, H34 1.013
9 C -0.21644 1.54849 0.00936  N8 1.331, O10 1.233, C11 1.536
10 O -0.50753 0.35838 -0.13015  C9 1.233
11 C -1.33731 2.59325 0.11022  C9 1.536, N12 1.442, H35 1.096, H36 1.095
12 N -2.59356 1.89290 0.00695  C11 1.442, C13 1.445, C23 1.446
13 C -3.42115 2.12582 -1.15405  N12 1.445, C14 1.542, H37 1.090, H38 1.101
14 C -4.16518 0.81445 -1.47546  C13 1.542, C15 1.536, H39 1.090, H40 1.087
15 C -4.20240 -0.09531 -0.23875  C14 1.536, N16 1.499, C22 1.533, H41 1.096
16 N -2.92386 -0.86003 -0.07253  C15 1.499, C17 1.482, C21 1.482, H42 1.078
17 C -2.82032 -1.53959 1.24071  N16 1.482, C18 1.524, H43 1.087, H44 1.094
18 C -1.46835 -2.22598 1.39888  C17 1.524, C19 1.522, H45 1.090, H46 1.090
19 C -1.25523 -3.25851 0.30064  C18 1.522, C20 1.523, H47 1.089, H48 1.092
20 C -1.40093 -2.55923 -1.04403  C19 1.523, C21 1.522, H49 1.090, H50 1.090
21 C -2.76031 -1.87989 -1.13596  N16 1.482, C20 1.522, H51 1.088, H52 1.094
22 C -4.52914 0.80335 0.95948  C15 1.533, C23 1.537, H53 1.090, H54 1.088
23 C -3.38591 1.79959 1.21315  N12 1.446, C22 1.537, H55 1.093, H56 1.103
24 C 3.41338 2.15667 0.14786  C7 1.392, C25 1.375, H57 1.081
25 C 4.66312 1.58442 0.11035  C4 1.407, C24 1.375, H58 1.076
26 H 7.33244 1.15549 -0.74801  C1 1.094
27 H 7.24140 0.96966 1.01831  C1 1.094
28 H 8.12409 -0.20779 0.04581  C1 1.086
29 H 5.74261 -2.35453 0.56779  C3 1.094
30 H 7.25490 -2.06014 -0.29386  C3 1.086
31 H 5.74068 -2.12678 -1.19627  C3 1.094
32 H 3.70952 -1.64178 -0.26600  C5 1.077
33 H 1.52804 -0.61804 -0.19968  C6 1.077
34 H 1.10385 3.04402 0.20064  N8 1.013
35 H -1.25008 3.12868 1.06262  C11 1.096
36 H -1.21788 3.32587 -0.69418  C11 1.095
37 H -2.79308 2.40991 -1.99784  C13 1.090
38 H -4.13838 2.94265 -0.97849  C13 1.101
39 H -5.19091 1.03105 -1.77254  C14 1.090
40 H -3.68983 0.31801 -2.31809  C14 1.087
41 H -4.99665 -0.84156 -0.35443  C15 1.096
42 H -2.09226 -0.17638 -0.13297  N16 1.078
43 H -2.93099 -0.80634 2.03577  C17 1.087
44 H -3.63132 -2.27002 1.31479  C17 1.094
45 H -1.42817 -2.69419 2.38220  C18 1.090
46 H -0.68008 -1.47453 1.34521  C18 1.090
47 H -0.26543 -3.70311 0.39040  C19 1.089
48 H -1.99158 -4.05997 0.38885  C19 1.092
49 H -1.30860 -3.27220 -1.86296  C20 1.090
50 H -0.61909 -1.80772 -1.15324  C20 1.090
51 H -2.85860 -1.40869 -2.11219  C21 1.088
52 H -3.56042 -2.61811 -1.02495  C21 1.094
53 H -5.43909 1.34408 0.69728  C22 1.090
54 H -4.75647 0.23070 1.85670  C22 1.088
55 H -2.73518 1.45290 2.02008  C23 1.093
56 H -3.80210 2.77523 1.51546  C23 1.103
57 H 3.32636 3.22836 0.26354  C24 1.081
58 H 5.52093 2.22850 0.19661  C25 1.076

Computed properties:
Highest occupied orbital energy = -9.53 eV
F_max = 0.016 hartree/bohr
Lowest unoccupied orbital energy = -1.854 eV
Kohn-Sham gap = 7.7 eV
E = -29278.808 eV
SMILES string = CN(C)c1ccc(NC(=O)CN2CCC([NH+]3CCCCC3)CC2)cc1
Net charge = +1